(1)
Computed, not measured: a single C5H10FNO molecule in a non-equilibrium geometry, with ωB97M-V/def2-TZVPD.

Frontier orbital gap ... 0.38272 Ha
HOMO energy ... -0.3457 Ha
Relative energy (zero: lowest compared OMol25 entry of this formula, charge and spin) ... 30.47 kcal/mol
E ... -11600.534 eV
SMILES ... CO[C@@H]1[C@@H](F)[C@@H]1CN
E_LUMO ... 1.008 eV
Strongest force on any atom ... 1.465 eV/A

The geometry in ORCA input format:
```
! RIJCOSX wB97M-V def2-TZVPD def2/J DEFGRID3
* xyz 0 1
C 2.23957 -1.14430 0.19081
C -0.07920 -0.93748 0.20711
C -1.27576 -0.27537 -0.35809
C -0.57807 0.37702 0.79263
C 0.17471 1.69689 0.63678
H 2.20939 -2.10805 0.72602
H 3.07720 -1.19202 -0.51394
H 2.38312 -0.35032 0.88476
H -0.24477 -1.82381 0.77548
H -1.19581 0.17575 -1.35624
H -1.05984 0.27256 1.75608
H 1.00849 1.71118 1.31613
H -0.48183 2.49104 0.97911
H 1.13436 1.24471 -1.10546
H -0.16662 2.28135 -1.29129
N 0.63561 2.05158 -0.70108
O 1.06714 -0.96584 -0.58612
F -2.50417 -0.84859 -0.15439
*
```

---

(2)
Computed, not measured: a molecular structure, C19H20MnN4O2S in a non-equilibrium geometry, with ωB97M-V/def2-TZVPD.

Frontier orbital gap (spin up / spin down) ... 0.31076 / 0.18185 Ha
HOMO energy (spin up / spin down) ... -0.8090 / -0.7808 Ha
Relative energy (zero: lowest compared OMol25 entry of this formula, charge and spin) ... 0.00 kcal/mol
E ... -72190.758 eV
E_LUMO (spin up / spin down) ... -13.558 / -16.299 eV
Strongest force on any atom ... 5.705 eV/A

The geometry in ORCA input format:
```
! RIJCOSX wB97M-V def2-TZVPD def2/J DEFGRID3
* xyz 4 4
N 0.62632 2.02041 -1.39041
C 0.64967 3.07903 -0.90537
C 0.63971 4.35034 -0.25715
H -0.39383 4.70809 -0.16777
H 1.21761 5.08235 -0.82915
H 1.07002 4.28083 0.74579
N 1.76225 -0.71674 -1.45192
C 2.63183 -1.44251 -1.17205
C 3.69628 -2.30591 -0.81472
H 4.57563 -2.10622 -1.44756
H 3.39124 -3.35462 -0.95587
H 3.97469 -2.15652 0.23577
N -2.55807 -1.61607 0.91395
C -3.46514 -2.07046 0.34303
C -4.61385 -2.68255 -0.29521
H -4.85939 -3.62819 0.21067
H -4.41311 -2.89107 -1.35444
H -5.48126 -2.00970 -0.22199
Mn 0.51195 0.39085 -2.54909
C 0.56390 -1.61583 1.25792
O 0.99041 -2.64527 0.99501
C 1.85734 0.73894 1.35043
O 2.97468 0.69325 1.59727
C 0.80206 1.40526 -4.23494
C -0.55570 1.46928 -3.82738
C -1.25054 0.28500 -3.43612
C -0.58999 -0.97683 -3.49922
C 0.77277 -1.03605 -3.90803
C 1.48686 0.15709 -4.23484
H 1.35458 2.29670 -4.51163
H -1.04001 2.44228 -3.73988
H -2.27109 0.34278 -3.06631
H -1.10734 -1.88928 -3.19919
H 1.30833 -1.98334 -3.89209
H 2.55124 0.13264 -4.46253
S -1.04204 0.88498 1.43185
C -0.86731 0.61144 3.07865
N -1.35585 -0.55225 3.64953
C -1.05944 -0.91680 4.93464
C -0.24149 -0.10957 5.71489
C 0.22881 1.10501 5.18059
C -0.12534 1.48049 3.89868
H -1.91660 -1.16471 3.04467
H -1.49195 -1.85367 5.28130
H 0.01177 -0.41186 6.73091
H 0.86280 1.75887 5.78561
H 0.18656 2.42012 3.44372
*
```

---

(3)
Computed, not measured: a molecular structure, C10H18BN5PtSi, with ωB97M-V/def2-TZVPD.

Frontier orbital gap (spin up / spin down) ... 0.21784 / 0.18848 Ha
HOMO energy (spin up / spin down) ... -0.4824 / -0.5648 Ha
E ... -29893.645 eV
E_LUMO (spin up / spin down) ... -7.199 / -10.241 eV
Strongest force on any atom ... 0.558 eV/A

The geometry in ORCA input format:
```
! RIJCOSX wB97M-V def2-TZVPD def2/J DEFGRID3
* xyz 2 5
Pt -0.62948 0.24716 -0.37993
N -1.34040 -3.34320 -2.73518
C -0.77714 -2.59610 -3.69959
C -0.45383 -1.37215 -3.11065
N -0.81779 -1.38761 -1.82738
C -1.37122 -2.59883 -1.58492
C -1.86382 -2.95368 -0.32278
N -1.88304 -2.06917 0.69337
C -2.31782 -2.72808 1.75315
C -2.60699 -4.07069 1.40535
N -2.32051 -4.18551 0.10322
H -1.69295 -4.27940 -2.87317
H -0.63837 -2.95180 -4.70772
H 0.02016 -0.51871 -3.56557
H -2.43391 -2.26987 2.72295
H -2.97738 -4.89305 1.99777
H -2.40118 -5.04209 -0.42612
C 1.43785 -1.04273 2.22420
Si 0.73545 0.56503 1.60060
C 2.05751 1.78397 1.11428
C -0.49669 1.29375 2.80740
H 1.98802 -0.87404 3.15373
H 2.13230 -1.48567 1.50903
H 0.64394 -1.76225 2.43217
H 2.66303 2.03359 1.99050
H 1.61473 2.70930 0.74349
H 2.72637 1.37250 0.35732
H 0.01898 1.44706 3.76237
H -1.33931 0.62555 2.98665
H -0.88110 2.26225 2.48780
B 0.74144 3.87253 -3.14526
C 0.34901 2.60543 -2.38748
N 0.00302 1.64786 -1.85140
H 0.00603 4.48276 -3.82207
H 1.82191 4.43614 -2.75821
H 1.94009 3.89555 -3.54259
*
```

---

(4)
Computed, not measured: a molecular structure, C7H9NO2 in a non-equilibrium geometry, with ωB97M-V/def2-TZVPD.

Frontier orbital gap ... 0.33772 Ha
HOMO energy ... -0.3201 Ha
Relative energy (zero: lowest compared OMol25 entry of this formula, charge and spin) ... 79.60 kcal/mol
E ... -12987.043 eV
E_LUMO ... 0.480 eV
Strongest force on any atom ... 8.457 eV/A

The geometry in ORCA input format:
```
! RIJCOSX wB97M-V def2-TZVPD def2/J DEFGRID3
* xyz 0 1
C 2.25008 -1.12657 -0.74193
C 0.89733 -1.51698 -0.22216
C -0.04086 -0.35098 0.07476
C -0.20074 0.68710 -0.58903
C -1.13522 1.77692 -0.21159
C -1.88777 1.51857 0.94277
C -1.69260 0.40686 1.60016
H 2.85976 -2.13473 -0.90975
H 2.76947 -0.26673 -0.13840
H 2.19141 -0.51416 -1.94528
H 0.20986 -2.43293 -0.94231
H 0.95367 -2.05401 0.72130
H 0.17275 1.75735 -1.80373
H -2.64931 2.27175 1.48405
H -2.30020 0.27787 2.56554
H -0.82348 -1.39105 1.69884
N -0.85319 -0.56463 1.19546
O 0.44323 0.88607 -1.81729
O -1.16419 2.77028 -0.96142
*
```

---

(5)
Computed, not measured: 3 unconnected molecules or ions with the total composition C6H16N2O2 in a non-equilibrium geometry, with ωB97M-V/def2-TZVPD.

Frontier orbital gap ... 0.36154 Ha
HOMO energy ... -0.3263 Ha
Relative energy (zero: lowest compared OMol25 entry of this formula, charge and spin) ... 86.39 kcal/mol
E ... -13554.405 eV
SMILES ... C[C@@H]1CN1.[H]/N=C\C.OCO
E_LUMO ... 0.960 eV
Strongest force on any atom ... 2.708 eV/A

The geometry in ORCA input format:
```
! RIJCOSX wB97M-V def2-TZVPD def2/J DEFGRID3
* xyz 0 1
C -1.16731 -0.94446 1.01227
C -1.04688 -0.26614 -2.09522
C -2.32259 -1.03622 -2.06802
N -0.88143 0.97523 -1.91947
O -0.54065 -0.76936 2.25113
O -2.29950 -0.11357 0.88733
H -2.82937 -0.19931 1.69421
H -0.01177 0.03834 2.15457
H -1.46350 -2.00646 0.97534
H -0.13816 -0.84464 -2.24764
H 0.33832 1.28835 -0.70509
H -1.73900 1.49346 -1.73301
H -3.12246 -0.45563 -1.61401
H -2.60444 -1.28104 -3.09383
H -2.18754 -1.98327 -1.54902
C 2.27848 0.79294 0.24866
C 1.63835 1.88824 1.01650
C 2.77777 -0.46075 0.92607
N 0.84600 0.98117 0.21670
H -0.39344 -0.54163 0.22271
H 2.85045 1.08675 -0.62970
H 1.77642 2.91430 0.69174
H 1.53747 1.78068 2.09072
H 2.88902 -1.25987 0.19433
H 3.74720 -0.28611 1.39149
H 2.06858 -0.79102 1.68124
*
```

---

(6)
Computed, not measured: 2 unconnected molecules or ions with the total composition C8H8BrNO2 in a non-equilibrium geometry, with ωB97M-V/def2-TZVPD.

Frontier orbital gap (spin up / spin down) ... 0.31493 / 0.21315 Ha
HOMO energy (spin up / spin down) ... -0.3515 / -0.2755 Ha
Relative energy (zero: lowest compared OMol25 entry of this formula, charge and spin) ... 101.04 kcal/mol
E ... -84048.015 eV
E_LUMO (spin up / spin down) ... -0.996 / -1.695 eV
Strongest force on any atom ... 2.956 eV/A

The geometry in ORCA input format:
```
! RIJCOSX wB97M-V def2-TZVPD def2/J DEFGRID3
* xyz 0 1
C 1.38417 1.17826 -2.10252
C 0.04910 1.39395 -1.90616
C 2.03377 0.23233 -1.37569
C -0.62178 0.53080 -1.04649
C 1.39088 -0.64246 -0.52359
C -0.00072 -0.50470 -0.26372
C -2.12787 -1.35355 0.92670
C -0.61192 -1.16288 0.78826
N 0.16162 0.93587 2.50918
O 0.89967 1.65299 1.92321
O -0.19421 0.99059 3.64395
Br 0.35598 -2.36640 1.92213
H 2.01896 1.72094 -2.85142
H -0.56681 2.22155 -2.36474
H 3.04326 0.01932 -1.75690
H -1.57862 0.81768 -0.60306
H 1.99603 -1.34889 0.10553
H -2.62976 -0.69354 1.60106
H -2.68174 -1.31733 0.00611
H -2.32000 -2.30452 1.36816
*
```

---

(7)
Computed, not measured: a single C4H8O3 molecule, with ωB97M-V/def2-TZVPD.

Frontier orbital gap ... 0.41261 Ha
HOMO energy ... -0.3835 Ha
Relative energy (zero: lowest compared OMol25 entry of this formula, charge and spin) ... 33.16 kcal/mol
E ... -10419.566 eV
SMILES ... O=C(CO)CCO
E_LUMO ... 0.792 eV
Strongest force on any atom ... 0.822 eV/A

The geometry in ORCA input format:
```
! RIJCOSX wB97M-V def2-TZVPD def2/J DEFGRID3
* xyz 0 1
O -0.95416 1.60292 -0.43459
C -1.67331 0.39072 -0.32498
C -0.91233 -0.76147 0.37563
C 0.55988 -0.51161 0.17314
O 1.06862 -0.51426 -0.92003
C 1.38506 -0.09931 1.37387
O 2.64393 0.33733 0.97101
H -0.20342 1.45993 -1.00511
H -1.98425 -0.00979 -1.29515
H -2.56666 0.62723 0.23758
H -1.17859 -1.70966 -0.10882
H -1.14369 -0.81828 1.44575
H 0.81152 0.70696 1.84312
H 1.45593 -0.92520 2.10506
H 2.69449 0.12962 0.02181
*
```

---

(8)
Computed, not measured: a molecular structure, C36H54Cl2F6MnN3O5SSi4Te in a non-equilibrium geometry, with ωB97M-V/def2-TZVPD.

Frontier orbital gap (spin up / spin down) ... 0.20242 / 0.20280 Ha
HOMO energy (spin up / spin down) ... -0.1404 / -0.1404 Ha
Relative energy (zero: lowest compared OMol25 entry of this formula, charge and spin) ... 19.21 kcal/mol
E ... -175232.953 eV
E_LUMO (spin up / spin down) ... 1.688 / 1.697 eV
Strongest force on any atom ... 1.027 eV/A

The geometry in ORCA input format:
```
! RIJCOSX wB97M-V def2-TZVPD def2/J DEFGRID3
* xyz -1 2
Mn -0.00935 -0.14792 -1.48671
O -0.05979 6.70132 -1.20555
C 1.12266 5.97899 -1.50398
C 0.86801 4.50539 -1.36929
C 1.94204 3.62055 -1.30642
C 1.68774 2.26832 -1.22615
N 0.45137 1.77579 -1.21393
C -0.58653 2.61496 -1.22585
C -0.41058 3.99138 -1.31021
C -1.89931 1.95462 -1.10731
C -3.09886 2.64536 -1.02320
C -4.29041 1.94591 -0.93118
C -5.60778 2.67009 -0.85258
O -5.62186 3.89063 -1.57366
C -4.23125 0.55866 -0.91369
C -2.99966 -0.06144 -0.98850
N -1.85627 0.61285 -1.07966
H 0.12787 7.64032 -1.28021
H 1.93915 6.26220 -0.83085
H 1.44858 6.18101 -2.53165
H 2.96311 3.98046 -1.31514
H 2.47850 1.53433 -1.15179
H -1.25527 4.66295 -1.32421
H -3.10830 3.72604 -1.04149
H -5.81722 2.93398 0.18625
H -6.40833 2.00389 -1.19106
H -5.27775 3.71847 -2.45754
H -5.12977 -0.04216 -0.86121
H -2.91537 -1.14058 -1.00432
Cl -0.78630 -2.47921 -2.21443
C -0.39948 -4.18860 -1.98497
C -1.51519 -5.00652 -2.03089
C -1.38008 -6.37630 -1.89786
C -0.10758 -6.90006 -1.71928
C 0.98959 -6.06199 -1.68321
Cl 2.53990 -6.82681 -1.46983
C 0.92578 -4.64490 -1.81568
S 2.31352 -3.64593 -1.79468
H -2.48978 -4.55845 -2.17425
H -2.24658 -7.02290 -1.93358
H 0.04435 -7.96539 -1.60829
O 2.90122 -1.12890 -4.10644
C 2.86744 -0.84893 -2.81400
O 1.83645 -0.75271 -2.20565
C 4.24592 -0.70165 -2.16564
N 5.23272 -1.34955 -3.04643
C 5.36270 -2.71513 -2.49528
C 5.31677 -2.54024 -0.97988
C 4.30860 -1.39609 -0.78544
H 4.44411 0.37206 -2.11382
H 6.11954 -0.86585 -2.98240
H 3.85716 -1.26221 -4.30638
H 6.26974 -3.18924 -2.86889
H 4.50139 -3.30222 -2.82522
H 6.30602 -2.25616 -0.60848
H 5.00407 -3.44877 -0.46711
H 4.61342 -0.70401 -0.00112
H 3.32607 -1.77625 -0.51222
C 0.11102 -3.37546 4.34716
Si 0.89365 -1.68037 4.57522
C 0.65302 -1.14346 6.37296
C 2.74098 -1.84193 4.26615
Si -0.06203 -0.17391 3.06315
Te 0.92557 -0.94695 0.90962
Si -2.37758 -0.43990 3.20762
C -2.94714 -0.68845 4.99253
C -2.89928 -1.94322 2.21186
C -3.25690 1.11132 2.59240
Si 0.49314 1.98546 3.75007
C -0.38741 2.45821 5.35530
C 2.35226 2.11773 4.02808
C 0.03466 3.25562 2.44547
H 0.58441 -4.11944 4.99400
H 0.22881 -3.69734 3.30977
H -0.95658 -3.35902 4.57981
H 1.01875 -1.91130 7.06083
H -0.40000 -0.96149 6.59914
H 1.20512 -0.22270 6.57955
H 3.20369 -2.50079 5.00699
H 3.24053 -0.87169 4.31266
H 2.91544 -2.25967 3.27261
H -2.56250 -1.62262 5.40771
H -4.03943 -0.72126 5.04832
H -2.60280 0.12922 5.63098
H -2.45705 -2.84226 2.64797
H -2.51891 -1.87743 1.19031
H -3.98510 -2.07301 2.18734
H -3.00638 1.95516 3.24145
H -4.34489 0.99072 2.60379
H -2.95207 1.37133 1.57899
H -0.24442 1.69893 6.12724
H -1.46260 2.56620 5.19064
H -0.01135 3.40989 5.74258
H 2.67567 1.47575 4.85110
H 2.64694 3.14452 4.26417
H 2.88629 1.80109 3.12869
H -1.03746 3.25592 2.23562
H 0.55935 3.01574 1.52257
H 0.32420 4.26711 2.74768
C -0.34900 -0.66068 -5.52256
C -0.81005 0.48421 -4.60021
O -0.28068 0.42475 -3.37689
C -2.36243 0.45610 -4.56419
F -2.80244 -0.74036 -4.14096
F -2.89085 1.37316 -3.72725
F -2.93338 0.67671 -5.77049
C -0.35857 1.82779 -5.24428
F -0.89925 2.90814 -4.64131
F 0.97375 1.96232 -5.14229
F -0.65288 1.93600 -6.55804
H -0.48251 -1.59279 -4.97681
H 0.71469 -0.54005 -5.71645
H -0.89484 -0.69502 -6.46597
*
```